Here is a 2-piece molecular cluster, C4H7NOS overall in a non-equilibrium geometry from the OMol25 dataset. Energies are from the ωB97M-V functional and the def2-TZVPD basis.

Results
LUMO: 0.6 eV
Total energy: -18629.9531 eV
HOMO-LUMO gap: 8.45 eV
ΔE to the lowest compared entry with this formula, charge and spin: 106.0 kcal/mol

Structure (ORCA input):
```
! RIJCOSX wB97M-V def2-TZVPD def2/J DEFGRID3
* xyz 0 1
C 0.57 1.70 -0.26
C -0.40 -0.54 2.85
C -1.43 1.73 -1.63
C 1.63 -0.96 -0.44
N -0.50 1.51 -0.82
O -0.06 -1.55 2.29
S 1.72 0.73 0.37
H 0.09 -0.25 3.75
H -1.04 0.14 2.28
H -1.46 2.24 -2.53
H -2.49 1.33 -1.27
H 2.59 -1.15 -0.64
H 0.86 -0.86 -1.10
H 1.19 -1.55 0.32
*
```